This record from the OMol25 dataset describes a structure of composition C2H3OPSc in a non-equilibrium geometry. The level of theory is ωB97M-V/def2-TZVPD.

net charge	+1
F_max	4.70	eV Å⁻¹
Kohn-Sham gap (alpha / beta)	6.0 / 6.0	eV
E_HOMO (alpha / beta)	-12.6 / -12.6	eV

XYZ file:
```
8
Properties=species:S:1:pos:R:3:lowdin_charge:R:1
P 1.65 -0.93 -0.75 0.34
O -1.28 0.57 -0.31 -0.35
C -2.54 0.19 -0.30 -0.35
H -3.25 1.01 -0.50 0.12
C -3.02 -1.00 0.10 0.04
H -4.10 -1.17 0.11 0.07
H -2.36 -1.77 0.51 0.06
Sc 0.42 0.71 0.70 1.06
```

This record from the OMol25 dataset describes a cluster of 2 separate species, C4H9NO2 in total. The level of theory is ωB97M-V/def2-TZVPD.

relative energy (zero: lowest compared OMol25 entry of this formula, charge and spin)	2.5781	eV
net charge	0
SMILES	[H]/N=C/CO.CC=O
F_max	0.53	eV Å⁻¹
Kohn-Sham gap	10.4	eV
E_HOMO	-9.5	eV

XYZ file:
```
16
Properties=species:S:1:pos:R:3:lowdin_charge:R:1
C -0.94 -1.72 -0.06 -0.07
C 0.71 1.02 0.98 -0.17
C 1.59 0.46 -0.12 -0.25
O 1.82 1.54 -1.00 -0.06
N -0.55 0.91 0.98 0.10
C -1.57 -0.53 -0.74 -0.37
O -1.12 0.03 -1.71 0.00
H -0.93 -1.53 1.02 0.07
H 0.09 -1.85 -0.41 0.06
H -1.54 -2.62 -0.26 0.08
H 1.26 1.63 1.71 0.12
H 2.54 0.17 0.34 0.12
H 1.20 -0.41 -0.66 0.08
H 0.99 1.68 -1.48 0.09
H -1.00 1.47 1.70 0.08
H -2.54 -0.24 -0.29 0.11
```

This record from the OMol25 dataset describes a structure of composition C31H65O25V in a non-equilibrium geometry. The level of theory is ωB97M-V/def2-TZVPD.

relative energy (zero: lowest compared OMol25 entry of this formula, charge and spin)	0.0326	eV
<S²>	2.01
net charge	0
multiplicity	3
F_max	4.24	eV Å⁻¹
Kohn-Sham gap (alpha / beta)	7.9 / 8.2	eV
E_HOMO (alpha / beta)	-7.9 / -8.0	eV

XYZ file:
```
122
Properties=species:S:1:pos:R:3:lowdin_charge:R:1
V -10.59 41.68 -20.90 1.11
O -10.59 39.66 -20.65 -0.39
H -10.72 38.71 -20.85 -0.02
O -11.13 43.60 -20.82 -0.38
H -11.35 44.56 -20.85 -0.06
C -7.12 41.82 -21.28 -0.29
O -8.48 41.99 -21.20 -0.40
H -6.66 42.56 -21.94 0.06
H -6.77 41.84 -20.25 0.05
H -6.74 40.87 -21.65 0.05
C -9.26 45.02 -22.96 -0.01
O -8.24 45.92 -23.52 -0.04
C -7.51 45.51 -24.60 -0.56
O -7.80 44.56 -25.25 0.14
O -6.41 46.26 -24.84 0.01
C -6.06 47.47 -24.27 -0.08
H -10.20 45.04 -23.51 0.09
H -9.49 45.28 -21.92 0.05
H -8.89 44.00 -23.02 0.08
H -6.35 48.29 -24.92 0.10
H -4.98 47.51 -24.13 0.10
H -6.43 47.68 -23.26 0.09
C -8.26 43.36 -17.55 -0.03
O -9.16 42.52 -16.88 -0.03
C -10.11 41.76 -17.49 -0.48
O -10.26 41.73 -18.72 0.04
O -10.91 41.15 -16.60 0.01
C -10.78 41.32 -15.20 -0.03
H -8.77 43.95 -18.31 0.09
H -7.52 42.73 -18.05 0.09
H -7.65 43.92 -16.85 0.10
H -11.01 42.34 -14.91 0.10
H -9.78 41.03 -14.85 0.10
H -11.55 40.75 -14.68 0.10
C -13.67 43.49 -19.00 -0.01
O -14.42 42.48 -19.65 0.05
C -13.93 41.57 -20.40 -0.60
O -12.78 41.36 -20.64 0.06
O -14.95 40.82 -20.88 -0.01
C -16.36 41.13 -20.82 -0.03
H -14.23 43.81 -18.11 0.10
H -13.45 44.35 -19.63 0.08
H -12.67 43.14 -18.76 0.08
H -16.88 40.42 -21.46 0.09
H -16.59 42.05 -21.35 0.08
H -16.91 41.22 -19.89 0.10
C -13.03 39.41 -23.35 -0.02
O -12.20 40.01 -24.34 0.02
C -11.19 40.78 -24.05 -0.55
O -11.00 41.40 -23.02 0.07
O -10.39 40.74 -25.13 0.02
C -9.15 41.43 -25.07 -0.03
H -12.47 38.77 -22.67 0.10
H -13.73 38.80 -23.93 0.11
H -13.61 40.09 -22.73 0.06
H -8.62 41.21 -26.00 0.10
H -8.47 41.12 -24.28 0.09
H -9.27 42.51 -25.07 0.08
C -13.10 46.29 -22.03 -0.03
O -13.36 45.52 -23.19 0.00
C -14.28 44.53 -23.15 -0.47
O -15.10 44.22 -22.24 0.09
O -14.01 43.79 -24.27 -0.01
C -14.60 42.53 -24.47 -0.05
H -12.77 47.29 -22.33 0.10
H -12.30 45.83 -21.44 0.05
H -13.99 46.44 -21.42 0.10
H -14.32 41.88 -23.64 0.07
H -14.15 42.04 -25.33 0.10
H -15.69 42.49 -24.57 0.10
C -3.39 47.41 -18.91 -0.03
O -4.60 47.35 -19.69 0.02
C -5.58 46.55 -19.37 -0.59
O -5.56 45.70 -18.48 0.12
O -6.65 47.03 -20.01 0.00
C -7.89 46.42 -19.90 -0.05
H -2.78 48.27 -19.20 0.09
H -2.72 46.56 -19.08 0.09
H -3.42 47.44 -17.82 0.10
H -8.44 46.71 -20.80 0.09
H -8.45 46.74 -19.02 0.09
H -7.75 45.34 -19.78 0.09
C -12.84 48.31 -17.77 -0.02
C -12.84 46.81 -17.77 -0.46
O -13.87 46.18 -17.59 0.05
C -11.56 46.06 -18.18 0.00
H -13.86 48.69 -17.72 0.09
H -12.25 48.79 -18.55 0.09
H -12.35 48.53 -16.82 0.09
H -11.65 45.02 -17.86 0.07
H -10.67 46.46 -17.70 0.08
H -11.48 46.11 -19.27 0.07
C -12.67 38.67 -18.40 -0.03
C -13.26 37.58 -17.49 -0.41
O -13.97 37.89 -16.51 0.01
C -12.76 36.12 -17.80 -0.02
H -13.04 38.45 -19.40 0.08
H -11.59 38.59 -18.43 0.05
H -13.13 39.62 -18.10 0.08
H -13.47 35.51 -18.37 0.07
H -12.61 35.68 -16.82 0.08
H -11.88 36.04 -18.43 0.06
C -8.70 38.27 -22.77 -0.01
C -8.11 37.14 -23.57 -0.51
O -7.69 36.14 -23.06 0.08
C -8.32 37.20 -25.04 -0.02
H -8.29 38.24 -21.76 0.08
H -9.78 38.29 -22.84 0.08
H -8.25 39.19 -23.16 0.07
H -8.20 38.20 -25.46 0.07
H -9.24 36.69 -25.31 0.10
H -7.46 36.67 -25.44 0.09
C -9.22 37.45 -17.49 -0.03
C -7.80 37.71 -17.86 -0.47
O -7.01 36.79 -18.00 0.06
C -7.43 39.17 -18.20 0.00
H -9.32 36.44 -17.08 0.09
H -9.74 37.41 -18.44 0.08
H -9.65 38.20 -16.83 0.08
H -7.56 39.33 -19.27 0.08
H -6.39 39.47 -18.07 0.08
H -8.04 39.87 -17.62 0.06
```

This record from the OMol25 dataset describes a structure of composition C31H30BClIN11NaOS. The level of theory is ωB97M-V/def2-TZVPD.

relative energy (zero: lowest compared OMol25 entry of this formula, charge and spin)	0.2074	eV
<S²>	0.79
net charge	0
multiplicity	2
F_max	0.47	eV Å⁻¹
Kohn-Sham gap (alpha / beta)	7.4 / 5.4	eV
E_HOMO (alpha / beta)	-8.1 / -8.1	eV

XYZ file:
```
78
Properties=species:S:1:pos:R:3:lowdin_charge:R:1
Na -0.27 -0.37 -0.12 0.23
C -1.46 0.91 -3.99 -0.03
C -0.45 1.54 -3.08 -0.36
C 0.71 2.27 -3.43 -0.02
C 1.24 2.65 -2.22 -0.07
N 0.45 2.17 -1.24 0.01
N -0.59 1.48 -1.76 0.11
B 0.81 2.36 0.28 -0.65
N -0.42 2.28 1.22 0.01
C -0.52 2.99 2.36 -0.06
C -1.66 2.58 3.02 -0.02
C -2.20 1.57 2.19 -0.36
C -3.43 0.75 2.39 -0.03
N -1.44 1.40 1.12 0.10
N 1.87 1.32 0.70 0.02
C 3.16 1.23 0.33 -0.08
C 3.68 0.08 0.87 -0.02
C 2.61 -0.50 1.57 -0.35
C 2.59 -1.79 2.34 -0.03
N 1.52 0.25 1.47 0.10
N 1.37 3.79 0.39 -0.04
C 0.67 4.90 0.07 -0.09
C 1.51 5.98 0.17 -0.03
C 2.74 5.43 0.59 -0.36
C 4.03 6.13 0.86 -0.05
N 2.65 4.11 0.70 0.12
H -1.95 1.65 -4.61 0.08
H -2.22 0.40 -3.39 0.07
H -1.00 0.18 -4.66 0.07
H 1.07 2.50 -4.41 0.10
H 2.11 3.24 -2.00 0.12
H 0.21 3.74 2.63 0.13
H -2.06 2.95 3.95 0.10
H -4.28 1.37 2.67 0.08
H -3.28 0.01 3.18 0.07
H -3.67 0.22 1.47 0.07
H 3.63 1.99 -0.26 0.11
H 4.69 -0.29 0.78 0.10
H 3.61 -2.09 2.59 0.07
H 2.13 -2.58 1.75 0.07
H 2.02 -1.68 3.26 0.07
H -0.38 4.83 -0.20 0.13
H 1.27 7.02 0.00 0.09
H 3.85 7.17 1.15 0.07
H 4.66 6.15 -0.03 0.07
H 4.58 5.63 1.65 0.07
Cl -0.38 -3.62 -6.67 0.76
C 0.05 -2.88 -5.18 -0.58
C 1.35 -2.40 -5.04 -0.17
C 1.74 -1.79 -3.86 -0.62
I 3.64 -1.03 -3.64 1.02
C 0.82 -1.63 -2.74 -0.39
O 1.15 -1.08 -1.70 0.02
C -0.56 -2.15 -2.94 -0.15
N -1.40 -1.97 -1.91 0.15
C -2.64 -2.39 -2.04 -0.10
C -3.12 -3.01 -3.20 -0.02
C -2.26 -3.19 -4.26 -0.01
C -0.93 -2.76 -4.14 -0.18
H 2.04 -2.51 -5.86 0.10
H -3.30 -2.22 -1.20 0.12
H -4.15 -3.33 -3.26 0.11
H -2.59 -3.67 -5.17 0.10
N -1.85 -5.80 4.79 0.09
C -2.29 -4.53 4.77 -0.85
S -3.32 -3.90 5.88 0.67
C -1.77 -3.72 3.62 -0.25
C -1.35 -2.41 3.80 -0.02
C -0.87 -1.71 2.71 -0.12
N -0.82 -2.22 1.48 0.08
C -1.24 -3.47 1.31 -0.12
C -1.71 -4.26 2.34 -0.02
H -2.14 -6.39 5.55 0.10
H -1.11 -6.10 4.19 0.11
H -1.40 -1.96 4.78 0.11
H -0.51 -0.69 2.81 0.10
H -1.20 -3.85 0.29 0.10
H -2.05 -5.27 2.15 0.11
```

This record from the OMol25 dataset describes the ion C5H7N2OS with charge +1 in a non-equilibrium geometry. The level of theory is ωB97M-V/def2-TZVPD.

relative energy (zero: lowest compared OMol25 entry of this formula, charge and spin)	0.0000	eV
<S²>	2.04
net charge	+1
multiplicity	3
F_max	1.71	eV Å⁻¹
Kohn-Sham gap (alpha / beta)	7.9 / 6.5	eV
E_HOMO (alpha / beta)	-12.9 / -13.9	eV

XYZ file:
```
16
Properties=species:S:1:pos:R:3:lowdin_charge:R:1
C 0.32 -0.68 -0.44 -0.05
C -0.99 -0.48 -0.79 -0.12
C 1.11 0.37 0.06 -0.65
C -3.33 0.26 0.56 -0.23
C 2.53 0.14 0.42 -0.07
N -1.54 0.72 -0.88 -0.01
N -2.72 1.04 -0.44 0.07
O -2.82 -0.75 0.93 0.11
S 0.43 1.88 0.23 1.04
H 0.77 -1.66 -0.56 0.13
H -1.58 -1.35 -1.09 0.15
H -4.26 0.69 0.92 0.15
H 2.69 0.39 1.47 0.10
H 2.82 -0.89 0.24 0.10
H 3.19 0.80 -0.15 0.10
H -3.14 1.90 -0.79 0.18
```

This record from the OMol25 dataset describes a cluster of 2 separate species, C8H16NOP in total in a non-equilibrium geometry. The level of theory is ωB97M-V/def2-TZVPD.

relative energy (zero: lowest compared OMol25 entry of this formula, charge and spin)	5.2833	eV
net charge	0
F_max	4.46	eV Å⁻¹
Kohn-Sham gap (alpha / beta)	6.9 / 6.8	eV
E_HOMO (alpha / beta)	-7.2 / -7.1	eV

XYZ file:
```
27
Properties=species:S:1:pos:R:3:lowdin_charge:R:1
C -0.65 -0.65 0.33 -0.15
C 1.89 1.90 -1.58 -0.20
C 1.08 0.87 -2.38 -0.18
C 1.38 2.13 -0.08 -0.19
C 0.75 -0.31 -1.47 -0.22
C 1.25 0.85 0.69 -0.12
C -1.78 -2.21 2.69 -0.07
C -2.14 -0.81 2.13 -0.24
N 0.36 0.01 -0.15 -0.12
O -1.03 -0.18 1.54 -0.11
P -2.16 -2.60 -1.31 0.38
H 3.04 1.63 -1.73 0.14
H 1.94 2.94 -1.89 0.09
H 0.11 1.33 -2.85 0.15
H 1.62 0.47 -3.15 0.07
H 2.09 2.88 0.20 0.09
H 0.45 2.77 -0.14 0.13
H 0.00 -0.91 -1.99 0.04
H 1.53 -1.14 -1.47 0.15
H 2.28 0.30 0.82 0.17
H 0.74 1.27 1.58 0.13
H -0.99 -2.06 3.56 0.12
H -2.61 -2.86 2.96 0.08
H -1.38 -2.78 1.96 0.00
H -2.46 -0.31 2.94 0.08
H -2.80 -0.88 1.27 0.08
H -2.48 -1.67 -2.48 -0.29
```

This record from the OMol25 dataset describes the ion C8H10IN2O with charge +1 in a non-equilibrium geometry. The level of theory is ωB97M-V/def2-TZVPD.

relative energy (zero: lowest compared OMol25 entry of this formula, charge and spin)	0.2594	eV
net charge	+1
F_max	5.08	eV Å⁻¹
Kohn-Sham gap (alpha / beta)	7.6 / 7.6	eV
E_HOMO (alpha / beta)	-11.9 / -11.9	eV

XYZ file:
```
22
Properties=species:S:1:pos:R:3:lowdin_charge:R:1
C -1.44 1.85 -2.42 -0.17
C 0.24 1.08 -1.02 -0.02
C -1.06 1.33 -1.17 -0.22
C -2.11 1.35 -0.10 -0.30
C 1.58 -0.85 -0.46 -0.05
C 0.85 -1.83 0.47 -0.14
C -2.19 0.27 0.84 -0.61
C 0.31 0.17 1.33 -0.10
N -1.77 2.29 -3.45 0.23
N 1.04 0.49 0.04 -0.02
O 0.62 -1.08 1.61 -0.05
I -3.16 0.44 2.70 0.90
H 0.78 1.54 -1.88 0.17
H -2.15 2.52 0.25 0.21
H -3.02 1.25 -0.64 0.11
H 2.78 -0.84 -0.49 0.18
H 1.35 -1.06 -1.50 0.13
H -0.09 -2.06 -0.04 0.13
H 1.44 -2.78 0.74 0.18
H -2.40 -0.73 0.44 0.06
H 0.40 0.85 2.08 0.11
H 1.77 1.28 0.39 0.27
```

This record from the OMol25 dataset describes an isolated molecule of C4H12N4. The level of theory is ωB97M-V/def2-TZVPD.

relative energy (zero: lowest compared OMol25 entry of this formula, charge and spin)	1.8302	eV
net charge	0
F_max	0.94	eV Å⁻¹
Kohn-Sham gap	8.9	eV
E_HOMO	-7.9	eV

XYZ file:
```
20
Properties=species:S:1:pos:R:3:lowdin_charge:R:1
C 1.32 -0.48 0.28 -0.47
C 2.52 -0.44 1.20 -0.04
C -2.09 0.26 0.81 -0.05
C -0.91 0.28 -0.17 -0.63
N 1.44 -1.28 -0.80 0.12
N -0.92 1.67 -0.98 0.10
N -1.05 -0.54 -1.35 -0.08
N 0.31 0.27 0.59 0.08
H 0.57 -1.37 -1.35 0.05
H 2.16 -1.98 -0.82 0.09
H -0.03 2.17 -0.92 0.10
H -1.68 2.29 -0.74 0.10
H -1.05 0.78 -1.86 0.14
H -1.93 -1.05 -1.33 0.03
H 3.41 -0.12 0.65 0.08
H 2.72 -1.44 1.61 0.08
H 2.33 0.25 2.02 0.07
H -2.14 -0.72 1.28 0.08
H -1.95 1.01 1.59 0.07
H -3.03 0.44 0.29 0.07
```